54
Properties=species:S:1:pos:R:3:forces:R:3:lowdin_charge:R:1 method="wB97M-V/def2-TZVPD" total_energy_ev=-353391.4491 s2=2.093 homo_energy_ev="-7.5103 / -7.5847" relative_energy_ev=0.295 gap_ev="6.1 / 6.1" multiplicity=3 charge=0
S -0.022 3.281 -0.360 -0.624 0.378 -0.136 0.69
H -2.389 0.709 1.332 -0.124 -0.114 0.019 0.10
Br 0.828 -3.186 4.752 0.001 0.029 -0.074 0.71
H -6.607 -1.172 -0.453 0.033 0.028 0.018 0.10
C 4.717 1.694 -0.313 -0.079 0.165 -0.059 0.01
H -5.901 1.112 -1.095 0.062 -0.076 0.056 0.11
C 0.790 -1.101 2.800 -0.153 -0.149 0.305 -0.64
C -5.288 0.517 -0.424 -0.107 0.026 -0.145 -0.03
Br -0.525 -0.235 3.841 0.009 -0.041 0.028 0.78
H 4.955 1.606 0.744 -0.022 0.014 0.065 0.10
C -1.549 2.408 -0.514 -0.160 0.728 0.257 -0.74
H 1.166 -0.648 -2.785 0.124 0.025 0.012 0.12
C 2.809 2.856 -1.324 0.354 -0.659 -1.071 -0.35
O 2.352 -0.356 -0.338 -0.193 -0.113 0.781 -0.22
H -0.407 -4.594 -2.240 0.012 0.077 0.026 0.11
C -3.307 0.297 0.925 -0.324 0.054 0.630 -0.07
H -5.201 -2.517 1.081 0.038 0.047 -0.032 0.11
C -0.521 -0.822 -1.489 -0.050 0.143 0.029 -0.21
C 4.228 4.103 0.158 0.041 -0.123 -0.109 -0.01
Br 3.107 -4.563 2.759 -0.022 0.038 -0.025 0.71
H 2.377 3.830 -1.520 -0.299 0.208 0.012 0.12
C 1.354 -2.340 3.149 -0.014 0.138 -0.080 -0.75
V 1.173 1.312 -0.460 0.643 -0.743 0.634 0.75
H 3.533 4.897 -0.100 -0.017 -0.011 -0.021 0.10
C 2.101 -1.058 0.771 0.220 0.455 -0.871 -0.39
H -2.141 -3.682 -0.720 0.012 0.036 -0.032 0.11
N 3.845 2.862 -0.512 0.178 -0.043 0.097 -0.14
C 0.483 -2.676 -2.618 -0.015 -0.122 -0.027 -0.07
H -3.090 -1.550 1.965 0.024 0.000 0.018 0.11
O 0.760 0.747 1.221 0.097 -0.865 1.770 -0.24
H 5.639 1.844 -0.877 0.002 0.047 0.020 0.11
Br 3.950 -2.964 -0.086 -0.012 -0.051 0.060 0.76
H -4.599 3.025 -0.333 -0.212 0.055 0.142 0.14
H 5.235 4.389 -0.141 0.045 0.004 -0.021 0.10
H 4.221 0.789 -0.643 -0.126 -0.040 -0.037 0.07
C -4.894 -1.520 0.791 0.020 0.009 0.038 -0.08
C -0.445 -3.530 -2.035 -0.054 -0.014 0.027 -0.07
H 4.209 3.955 1.235 -0.009 -0.036 0.084 0.10
C -4.103 1.040 0.062 -0.120 0.486 -0.003 -0.22
C 1.177 -0.469 1.645 -0.212 0.777 -0.615 -0.36
H -2.211 -1.247 -0.249 0.330 -0.217 -0.312 0.07
C 0.448 -1.322 -2.342 0.098 0.101 -0.116 -0.02
C -5.683 -0.766 -0.062 0.000 -0.035 -0.011 -0.08
C -1.422 -3.019 -1.187 0.074 -0.035 -0.076 -0.06
C 2.679 -2.267 1.121 0.006 -0.195 0.005 -0.64
C 2.305 -2.915 2.310 0.038 0.108 -0.125 -0.75
C -1.465 -1.662 -0.915 -0.086 0.037 0.032 0.00
N -1.602 1.097 -0.874 0.755 -0.025 -0.729 0.06
O 2.358 1.816 -1.921 1.257 1.183 -0.005 -0.13
N -3.811 2.408 -0.271 -0.259 -0.479 0.072 0.03
N -2.681 3.063 -0.334 0.683 -0.584 -0.167 0.07
C -3.709 -0.979 1.285 -0.298 0.227 0.249 -0.10
H 1.247 -3.070 -3.277 -0.048 0.030 0.028 0.11
N -0.473 0.572 -1.134 -1.512 -0.881 -0.618 -0.06



25
Properties=species:S:1:pos:R:3:forces:R:3:lowdin_charge:R:1 method="wB97M-V/def2-TZVPD" total_energy_ev=-14075.3207 homo_energy_ev=-9.9277 relative_energy_ev=3.353 gap_ev=10.4 charge=0
H 0.996 -2.515 -1.233 -1.198 0.017 -0.711 0.06
O -0.150 1.623 1.710 -0.135 -1.975 1.628 -0.16
H -3.095 0.720 1.233 -0.762 0.149 1.255 0.01
H -2.654 -1.642 -0.024 -0.234 1.595 2.069 -0.06
O -3.150 0.742 0.291 1.477 0.293 -1.003 -0.11
H 2.154 1.346 0.327 -0.303 -1.840 -0.171 0.09
H 3.346 0.042 0.096 -2.005 -0.585 0.494 0.10
H -3.150 -1.451 -1.458 1.310 -1.473 1.724 0.09
H 2.396 -2.442 -0.266 -1.233 1.172 0.788 0.10
H 0.048 -0.664 0.430 -0.667 0.139 0.319 0.08
C 1.670 -1.798 -0.847 3.048 0.899 -0.096 -0.08
O -2.611 -2.060 -0.841 -1.288 -0.211 -4.230 -0.08
O 0.558 2.756 -1.839 -0.938 2.199 1.067 -0.08
H -0.547 0.649 1.660 0.351 1.900 -0.438 0.00
H -1.334 -1.436 1.292 0.217 0.648 -0.058 0.06
H 0.144 3.589 -1.441 1.506 -1.362 -0.380 0.09
H 0.184 1.534 2.632 -0.127 0.765 -0.808 0.04
H 2.446 -1.420 -1.550 -0.958 -0.581 -0.535 0.09
H 2.161 0.173 1.578 0.195 -0.809 -0.946 0.08
O -1.108 -0.553 0.947 1.805 -1.706 0.235 -0.28
C 2.260 0.204 0.467 0.476 2.745 -0.049 -0.10
H -0.275 2.414 -2.140 -0.590 -0.989 -0.658 0.01
H -2.154 0.602 0.208 -1.711 -0.048 -0.535 0.02
H 0.734 0.116 -0.983 0.936 -1.071 0.728 0.15
N 1.132 -0.530 -0.248 0.829 0.130 0.311 -0.12



15
Properties=species:S:1:pos:R:3:forces:R:3:lowdin_charge:R:1 method="wB97M-V/def2-TZVPD" total_energy_ev=-13241.1666 homo_energy_ev=-19.3124 relative_energy_ev=0.270 gap_ev=11.0 charge=+2
H 1.832 -1.662 0.243 1.567 -0.285 2.446 0.15
N -0.252 -0.474 -1.684 0.500 -0.815 1.575 0.16
N 0.288 -0.309 -0.456 1.661 -0.913 0.384 0.16
H -2.661 0.916 0.655 -0.286 0.132 1.202 0.15
O 1.052 -2.089 -1.462 -0.076 -1.393 -1.719 0.22
C 0.141 1.163 1.806 1.783 -0.646 1.385 -0.05
N 1.223 0.862 2.156 -4.252 1.980 -2.607 0.39
O -1.737 1.136 0.490 0.611 0.238 -1.240 0.03
H 1.885 0.551 2.777 1.852 -1.043 1.762 0.12
N -1.048 1.620 1.571 -0.358 1.192 0.849 0.06
H -0.805 0.200 -2.103 -1.622 1.799 -0.754 0.18
C 1.120 -1.322 -0.399 -2.326 1.760 -0.726 -0.03
H 0.092 -1.625 -3.323 -0.203 -1.259 -0.095 0.21
C 0.167 -1.542 -2.250 0.833 0.695 -1.612 0.02
H -1.298 2.575 1.978 0.316 -1.442 -0.851 0.25